Version P
ORCA calculation (ωB97M-V/def2-TZVPD) on the molecule C2H3NO2.

For the HOMO energy, the calculation gives -9.903 eV. The total charge is 0. Its SMILES is O=C1CON1. The HOMO-LUMO gap is 10.807 eV.

Last column: Löwdin charge in e.
Geometry (Å):
O (0.64617, -0.73035, 1.70093)  0.092
O (-0.18120, 0.41516, -1.26415)  -0.048
N (0.97273, -0.32748, -0.61535)  0.153
C (-0.87216, 0.34729, -0.01522)  -0.085
C (0.33740, -0.34156, 0.60473)  -0.461
H (-1.13019, 1.19323, 0.58858)  0.129
H (-1.67715, -0.24674, -0.04526)  0.084
H (1.90439, -0.30955, -0.95425)  0.135

***

Version Q
ORCA calculation (ωB97M-V/def2-TZVPD) on the molecule C2H3NO2.

For the HOMO energy, the calculation gives -10.402 eV. The total charge is 0. Its SMILES is O=CNC=O. The HOMO-LUMO gap is 11.188 eV.

Last column: Löwdin charge in e.
Geometry (Å):
O (-0.37255, -0.24660, -1.51122)  0.020
O (-1.40701, -1.10101, 1.08702)  0.111
N (0.55329, 0.06770, 0.45346)  0.080
C (0.65030, 0.00228, -0.89182)  -0.348
C (-0.90021, -0.08996, 0.71335)  -0.280
H (-1.44338, 0.84242, 0.49970)  0.140
H (1.31714, 0.29158, 1.08417)  0.142
H (1.61468, 0.17752, -1.38544)  0.134

***

Version R
ORCA calculation (ωB97M-V/def2-TZVPD) on a structure of composition C2H3NO2.

For the HOMO energy, the calculation gives -9.854 eV. The total charge is 0. The HOMO-LUMO gap is 10.158 eV.

Last column: Löwdin charge in e.
Geometry (Å):
O (-0.07357, 0.87921, -0.19373)  -0.145
O (-2.52317, 1.48451, -0.31973)  0.129
N (0.34476, -0.41968, -0.06521)  -0.134
C (-1.82708, 0.62534, 0.13187)  -0.007
C (1.59665, -0.63721, -0.03802)  -0.039
H (-1.91744, -0.25052, 0.64777)  0.090
H (1.97725, -1.64725, 0.02898)  0.062
H (2.42260, -0.03440, -0.19193)  0.044

***

Stability check: which of them is most stable? version Q.

***

Version P
ORCA calculation (ωB97M-V/def2-TZVPD) on a cluster of 2 separate species, C2H3NO2 in total.

For the HOMO energy, the calculation gives -10.257 eV. The total charge is 0. The HOMO-LUMO gap is 11.198 eV.

Last column: Löwdin charge in e.
Geometry (Å):
O (2.08542, 1.65824, -2.27672)  0.032
O (0.09834, -0.45896, -0.91353)  -0.098
N (0.28484, -0.58845, 0.46322)  0.011
C (1.91455, 0.77452, -2.93372)  -0.019
C (-0.95968, -0.76226, -0.10000)  -0.274
H (-1.70963, -0.02214, 0.05438)  0.103
H (0.13271, 0.35970, 0.91885)  0.126
H (-1.41732, -1.74616, -0.27202)  0.119

***

Version Q
ORCA calculation (ωB97M-V/def2-TZVPD) on the molecule C2H3NO2.

For the HOMO energy, the calculation gives -9.756 eV. The total charge is 0. Its SMILES is N1O[C@H]2O[C@@H]12. The HOMO-LUMO gap is 10.652 eV.

Last column: Löwdin charge in e.
Geometry (Å):
O (-0.55110, 1.14660, -0.67024)  -0.076
O (0.81367, 0.38358, 1.12983)  0.080
N (-1.24752, 0.11157, 0.07763)  0.031
C (0.02170, -0.49173, 0.44515)  -0.314
C (0.83259, 0.44164, -0.28257)  -0.077
H (-1.68200, -0.51683, -0.61161)  0.121
H (0.05153, -1.49180, 0.57798)  0.120
H (1.76113, 0.41698, -0.66618)  0.115

***

Stability check: which of them is most stable? version P.